ORCA calculation (the ωB97M-V functional and the def2-TZVPD basis) on a molecular structure, C12H24O4Si4 at a distorted geometry.

Element x y z (Å)
O: 0.5222 -1.8253 0.4322
O: -0.7685 0.3778 1.6247
O: 1.7439 -0.3629 -1.7404
O: -0.6016 1.0862 -1.0183
C: 2.2855 -2.0243 2.8771
C: -2.0484 -1.4794 -1.3841
C: -1.4054 3.9323 -0.0612
C: 3.3764 1.1813 0.1283
C: 1.2415 -1.2613 3.1383
C: -0.9865 -1.3169 -2.0780
C: -1.3204 3.0277 0.8554
C: 2.0816 1.2557 0.3840
C: -1.5435 -2.1324 2.4350
C: 1.1726 -2.9268 -2.2791
C: -3.2864 0.9747 0.1985
C: 1.4149 2.2873 -2.4543
Si: -0.0811 -1.1310 1.8245
Si: 0.6581 -1.4689 -1.1970
Si: -1.4445 1.2838 0.3982
Si: 1.0560 1.0040 -1.1095
H: 3.2344 -1.9799 3.3511
H: 2.2978 -2.6031 1.9581
H: -1.9977 -1.7617 -0.3495
H: -3.0405 -1.4628 -1.8173
H: -1.5334 3.7071 -1.0894
H: -1.4350 4.9818 0.1644
H: 4.1271 1.2194 0.8980
H: 3.7302 1.0620 -0.8881
H: 1.0939 -0.6573 4.0184
H: -1.0200 -1.1391 -3.1179
H: -1.0826 3.1924 1.9171
H: 1.6902 1.2386 1.3643
H: -1.1647 -3.0495 2.8709
H: -2.0963 -1.5862 3.1879
H: -2.2307 -2.4049 1.6340
H: 2.2058 -2.7395 -2.5245
H: 1.1165 -3.8615 -1.7303
H: 0.5711 -2.9829 -3.1494
H: -3.8669 1.8534 0.4120
H: -3.6367 0.2383 0.8772
H: -3.5720 0.6462 -0.7762
H: 0.7333 3.1616 -2.4595
H: 1.3435 1.8296 -3.4041
H: 2.4664 2.6162 -2.3214

Computed properties:
M   344.66 u
Multiplicity   1
Energy relative to the best compared isomer or geometry (same formula, charge and spin)   0.0 kJ/mol
Highest occupied orbital energy   -9.3591 eV
Frontier orbital gap   10.13 eV

natural (NBO) population analysis, charges in e, atoms 1 to 5: atom 1 (O): -1.2534, atom 2 (O): -1.2751, atom 3 (O): -1.1903, atom 4 (O): -1.2462, atom 5 (C): -0.3221